P:
{"formula": "CH3ClO2S", "method": "wB97M-V/def2-TZVPD", "homo_ha": [-0.3013, -0.3036], "homo_lumo_gap_ha": [0.253, 0.261], "multiplicity": 1, "species": ["C", "O", "O", "S", "Cl", "H", "H", "H"], "coordinates": [[-0.48203, 0.42011, -0.13136], [-0.25964, 0.89923, -1.36208], [-0.02012, 1.12208, 0.89852], [1.43384, -1.69868, -0.08093], [-2.00643, -0.38832, -0.18501], [0.57392, 1.37209, -1.35757], [0.48353, 0.60372, 1.62840], [0.27692, -2.33023, 0.59002]], "nbo_charge": [0.69, -0.63, -0.70, -0.65, 0.08, 0.51, 0.56, 0.13]}


Q:
{"formula": "CH3ClO2S", "method": "wB97M-V/def2-TZVPD", "smiles": "OSCl.C=O", "homo_ha": -0.3219, "homo_lumo_gap_ha": 0.334, "multiplicity": 1, "species": ["O", "S", "Cl", "H", "C", "O", "H", "H"], "coordinates": [[-1.65434, 1.53815, -0.15229], [-1.30478, 0.22684, 0.66142], [-1.84066, -1.20514, -0.69224], [-0.98614, 1.92570, -0.72849], [2.02299, 0.87939, -0.45289], [1.14110, 0.78532, -1.25101], [1.93637, 0.70476, 0.64268], [3.08071, 0.87378, -0.56268]], "nbo_charge": [-0.86, 0.57, -0.21, 0.50, 0.30, -0.50, 0.09, 0.11]}


R:
{"formula": "CH3ClO2S", "method": "wB97M-V/def2-TZVPD", "smiles": "OCOSCl", "homo_ha": -0.3470, "homo_lumo_gap_ha": 0.346, "multiplicity": 1, "species": ["O", "C", "O", "S", "Cl", "H", "H", "H"], "coordinates": [[0.38655, 0.39515, 1.10662], [-0.14105, -0.11640, -0.08774], [-1.23647, 0.68938, -0.55621], [-2.79132, 0.57915, 0.45960], [-3.79719, -0.68857, -0.69491], [0.45653, 1.43004, 0.96578], [-0.39748, -1.07960, 0.14655], [0.40164, -0.16526, -1.00277]], "nbo_charge": [-0.70, 0.22, -0.64, 0.48, -0.14, 0.48, 0.15, 0.16]}


S:
{"formula": "CH3ClO2S", "method": "wB97M-V/def2-TZVPD", "homo_ha": [-0.4060, -0.3900], "homo_lumo_gap_ha": [0.289, 0.261], "multiplicity": 1, "species": ["C", "O", "O", "S", "Cl", "H", "H", "H"], "coordinates": [[0.13676, 0.04798, 0.01240], [2.81418, 0.48331, 0.52097], [2.22459, -0.24853, -1.70187], [1.98323, -0.31765, -0.29924], [1.78591, -3.11329, 0.42671], [-0.45131, 0.82050, -0.52413], [-0.17204, -0.91700, -0.30057], [-0.00750, -0.02813, 1.06357]], "nbo_charge": [-0.77, -0.81, -0.81, 2.02, -0.40, 0.27, 0.25, 0.25]}


Short version: S is the least stable of them.


P:
{"formula": "C23H29N3O4", "method": "wB97M-V/def2-TZVPD", "smiles": "CC[C@@H]1CN(C(=O)N2CCC(C(=O)NCc3ccc(C)o3)CC2)c2ccccc2O1", "homo_ha": -0.2934, "homo_lumo_gap_ha": 0.315, "multiplicity": 1, "species": ["C", "C", "C", "C", "N", "C", "O", "N", "C", "C", "C", "C", "O", "N", "C", "C", "C", "C", "C", "C", "O", "C", "C", "C", "C", "C", "C", "C", "C", "O", "H", "H", "H", "H", "H", "H", "H", "H", "H", "H", "H", "H", "H", "H", "H", "H", "H", "H", "H", "H", "H", "H", "H", "H", "H", "H", "H", "H", "H"], "coordinates": [[-1.92663, 6.12843, -2.11666], [-1.43489, 4.76786, -1.63991], [0.06349, 4.80060, -1.31428], [0.58772, 3.40612, -0.93153], [-0.10008, 2.94332, 0.25541], [-1.07266, 1.93953, 0.15757], [-2.18448, 2.05921, 0.62779], [-0.67240, 0.84824, -0.56274], [0.66688, 0.30680, -0.48207], [0.75075, -0.72525, 0.64815], [-0.26552, -1.85708, 0.43448], [0.17089, -2.71900, -0.74955], [-0.25630, -2.60850, -1.87908], [1.14041, -3.60713, -0.42810], [1.66377, -4.56784, -1.38407], [1.25854, -5.96050, -1.03579], [0.15250, -6.69027, -1.35002], [0.29899, -7.93645, -0.69109], [1.48123, -7.87949, -0.01580], [2.17645, -8.87021, 0.84716], [2.06809, -6.67833, -0.21751], [-1.66407, -1.26266, 0.23727], [-1.66561, -0.17439, -0.83550], [-0.22215, 3.91597, 1.26407], [-0.53612, 3.54604, 2.56707], [-0.57480, 4.48685, 3.57697], [-0.27812, 5.81204, 3.30212], [0.03099, 6.19546, 2.01197], [0.04931, 5.26016, 0.98466], [0.35293, 5.70991, -0.27144], [-2.99895, 6.10213, -2.29162], [-1.42947, 6.41266, -3.04197], [-1.71477, 6.88565, -1.36575], [-1.60627, 4.01383, -2.41110], [-1.99155, 4.47228, -0.74825], [0.62136, 5.17934, -2.17921], [1.66330, 3.48418, -0.72538], [0.42236, 2.70810, -1.75165], [1.38717, 1.10176, -0.29478], [0.89904, -0.17136, -1.43886], [0.52927, -0.22501, 1.59427], [1.76550, -1.12518, 0.70008], [-0.27689, -2.49562, 1.32583], [1.41662, -3.72606, 0.53368], [2.75591, -4.49754, -1.40642], [1.25008, -4.28807, -2.35535], [-0.65873, -6.37910, -1.97518], [-0.38300, -8.76126, -0.71924], [3.16314, -9.09750, 0.44548], [1.59267, -9.78403, 0.89695], [2.30746, -8.47524, 1.85415], [-2.36297, -2.04829, -0.05108], [-2.00007, -0.82687, 1.18052], [-2.64280, 0.30823, -0.87148], [-1.43433, -0.61685, -1.80664], [-0.75956, 2.51141, 2.77455], [-0.82727, 4.18323, 4.58141], [-0.29518, 6.54891, 4.09055], [0.25338, 7.22251, 1.76824]], "nbo_charge": [-0.60, -0.44, 0.09, -0.24, -0.49, 0.81, -0.63, -0.47, -0.22, -0.39, -0.31, 0.69, -0.64, -0.61, -0.28, 0.25, -0.29, -0.32, 0.29, -0.65, -0.41, -0.41, -0.23, 0.06, -0.19, -0.23, -0.22, -0.26, 0.33, -0.51, 0.21, 0.20, 0.22, 0.21, 0.23, 0.19, 0.20, 0.23, 0.22, 0.21, 0.21, 0.21, 0.22, 0.40, 0.21, 0.26, 0.23, 0.23, 0.23, 0.23, 0.22, 0.22, 0.22, 0.23, 0.23, 0.22, 0.21, 0.21, 0.22]}


Q:
{"formula": "C23H29N3O4", "method": "wB97M-V/def2-TZVPD", "smiles": "COCC(=O)N1CCC(Oc2ccc(C(=O)NCCc3ncccc3C)cc2)CC1", "homo_ha": -0.3204, "homo_lumo_gap_ha": 0.342, "multiplicity": 1, "species": ["C", "O", "C", "C", "O", "N", "C", "C", "C", "O", "C", "C", "C", "C", "C", "O", "N", "C", "C", "C", "N", "C", "C", "C", "C", "C", "C", "C", "C", "C", "H", "H", "H", "H", "H", "H", "H", "H", "H", "H", "H", "H", "H", "H", "H", "H", "H", "H", "H", "H", "H", "H", "H", "H", "H", "H", "H", "H", "H"], "coordinates": [[3.55948, 0.88307, -6.99756], [3.26209, 1.86955, -6.03675], [4.38879, 2.26742, -5.28574], [4.93655, 1.17166, -4.36230], [6.07163, 0.74893, -4.49682], [4.10177, 0.70779, -3.41223], [2.77331, 1.23092, -3.15295], [1.93875, 0.18565, -2.42173], [2.53209, -0.12019, -1.03526], [2.08991, 0.81423, -0.06394], [0.83527, 0.73292, 0.45050], [-0.11434, -0.23306, 0.13002], [-1.36214, -0.20692, 0.72830], [-1.68906, 0.77532, 1.65450], [-3.00223, 0.81799, 2.35297], [-3.11793, 1.22662, 3.49534], [-4.06639, 0.42551, 1.60801], [-5.33550, 0.12432, 2.22492], [-5.50206, -1.39297, 2.42449], [-4.23568, -1.99559, 2.97112], [-3.50101, -2.63090, 2.06513], [-2.34669, -3.16491, 2.42143], [-1.85241, -3.09216, 3.71147], [-2.61236, -2.42571, 4.65646], [-3.83015, -1.85595, 4.30256], [-4.61447, -1.08606, 5.31418], [-0.72521, 1.72436, 1.99268], [0.51294, 1.71234, 1.39466], [4.06272, 0.00408, -1.07602], [4.59938, -0.28034, -2.47064], [2.62679, 0.66812, -7.51544], [3.94176, -0.03098, -6.53082], [4.30335, 1.24677, -7.71510], [4.07300, 3.13128, -4.69467], [5.21013, 2.56565, -5.95152], [2.83641, 2.13545, -2.53305], [2.29536, 1.48930, -4.09868], [1.89637, -0.72833, -3.01543], [0.92218, 0.56370, -2.30542], [2.24770, -1.13510, -0.72534], [0.10280, -1.01657, -0.57914], [-2.06455, -0.99198, 0.48768], [-3.89351, 0.00199, 0.71003], [-5.34165, 0.64398, 3.18417], [-6.14650, 0.51185, 1.60175], [-5.69737, -1.86499, 1.45988], [-6.34881, -1.58049, 3.08505], [-1.80088, -3.66722, 1.63264], [-0.90333, -3.53628, 3.96853], [-2.25934, -2.33615, 5.67431], [-5.68629, -1.20538, 5.17529], [-4.36539, -0.02900, 5.21424], [-4.35029, -1.40169, 6.32102], [-0.97327, 2.47006, 2.73231], [1.26216, 2.44698, 1.64397], [4.51758, -0.67617, -0.35702], [4.32372, 1.02232, -0.78389], [5.69055, -0.22558, -2.49053], [4.30581, -1.28734, -2.79190]], "nbo_charge": [-0.25, -0.54, -0.16, 0.65, -0.63, -0.43, -0.24, -0.43, 0.10, -0.50, 0.32, -0.28, -0.18, -0.18, 0.67, -0.64, -0.61, -0.22, -0.45, 0.21, -0.45, 0.03, -0.25, -0.16, -0.03, -0.65, -0.13, -0.26, -0.43, -0.22, 0.19, 0.17, 0.17, 0.20, 0.20, 0.19, 0.24, 0.21, 0.23, 0.18, 0.21, 0.22, 0.40, 0.23, 0.20, 0.22, 0.22, 0.19, 0.22, 0.21, 0.21, 0.25, 0.22, 0.23, 0.23, 0.22, 0.22, 0.25, 0.19]}


Short version: Q is the least stable of them.


P:
{"formula": "C3H4ClFO", "method": "wB97M-V/def2-TZVPD", "smiles": "C=C(F)Cl.C=O", "homo_ha": -0.3372, "homo_lumo_gap_ha": 0.363, "multiplicity": 1, "species": ["C", "C", "F", "Cl", "H", "H", "C", "O", "H", "H"], "coordinates": [[0.49965, -0.77370, 0.36814], [1.57721, -0.34546, -0.27375], [1.54159, -0.09654, -1.59269], [3.20052, -0.24414, 0.29776], [-0.40655, -0.44583, -0.10761], [0.70609, -1.07238, 1.37697], [-0.29660, 2.11002, -0.27894], [0.68991, 1.89041, 0.32531], [-0.74329, 1.44714, -1.15181], [-0.80925, 3.00570, -0.08824]], "nbo_charge": [-0.54, 0.40, -0.33, 0.02, 0.22, 0.23, 0.29, -0.49, 0.10, 0.11]}


Q:
{"formula": "C3H4ClFO", "method": "wB97M-V/def2-TZVPD", "smiles": "O=CC[C@H](F)Cl", "homo_ha": -0.3678, "homo_lumo_gap_ha": 0.374, "multiplicity": 1, "species": ["O", "C", "C", "C", "F", "Cl", "H", "H", "H", "H"], "coordinates": [[-0.55605, 1.64156, 0.57029], [0.53913, 0.96404, 0.90783], [0.70636, -0.17862, -0.14058], [-0.64028, -0.56714, -0.61890], [-1.32063, 0.46556, -1.34159], [-1.92876, -0.99096, 0.54173], [1.18110, 1.29943, 1.97089], [0.91454, -1.19535, 0.48311], [1.58595, -0.15387, -0.82382], [-0.48136, -1.28465, -1.54896]], "nbo_charge": [-0.51, 0.36, -0.57, 0.17, -0.37, -0.01, 0.19, 0.24, 0.27, 0.22]}


Short version: Q is the least stable of them.